# 1
{"formula": "H24KrO12", "method": "ωB97M-V with the def2-TZVPD basis set", "elements": ["Kr", "O", "H", "H", "O", "H", "H", "O", "H", "H", "O", "H", "H", "O", "H", "H", "O", "H", "H", "O", "H", "H", "O", "H", "H", "O", "H", "H", "O", "H", "H", "O", "H", "H", "O", "H", "H"], "xyz": [[10.3573, 10.2656, 14.5445], [12.5889, 11.9994, 12.2766], [13.0513, 11.7723, 13.0833], [13.2108, 12.5375, 11.7869], [10.3549, 7.3279, 12.1806], [10.1070, 7.2554, 13.1023], [11.3086, 7.2456, 12.1814], [9.6488, 10.0346, 11.2702], [9.2466, 9.7290, 10.4571], [9.7256, 9.2481, 11.8103], [10.6701, 10.5178, 18.3243], [11.2686, 9.8096, 18.0865], [9.8255, 10.0857, 18.4516], [7.9363, 13.7791, 13.7558], [8.1268, 13.7881, 14.6938], [8.7694, 13.5504, 13.3438], [13.8907, 10.8330, 14.4562], [14.1394, 11.2464, 15.2829], [14.7197, 10.5495, 14.0707], [11.6292, 14.0561, 14.7123], [11.4676, 13.4058, 15.3958], [12.0922, 13.5741, 14.0270], [13.2732, 7.8247, 15.0589], [13.1810, 8.7473, 14.8212], [13.1262, 7.3502, 14.2407], [9.9585, 13.0004, 11.9943], [9.7768, 12.0614, 12.0327], [10.9077, 13.0657, 12.0989], [12.2996, 9.2475, 11.0959], [11.3430, 9.2291, 11.1220], [12.5402, 9.9977, 11.6396], [7.0509, 11.0818, 13.9969], [7.2797, 11.1001, 14.9262], [7.0206, 12.0032, 13.7391], [11.8462, 12.9050, 17.3747], [11.3094, 12.2603, 17.8355], [11.5973, 13.7447, 17.7609]], "atomic_forces_ev_per_a": [[0.049, 0.019, 0.051], [-0.214, 0.221, -0.319], [0.304, -0.325, 0.752], [0.192, 0.134, -0.364], [-0.375, 0.054, -0.033], [-0.178, -0.120, 0.315], [0.435, 0.133, -0.223], [0.005, 0.486, -0.023], [-0.231, 0.031, -0.252], [-0.328, -0.571, 0.384], [-0.011, 0.148, 0.074], [0.269, -0.179, -0.094], [-0.276, -0.016, 0.051], [-0.879, 0.097, 0.417], [0.061, 0.181, 0.233], [0.813, -0.063, -0.698], [-0.232, -0.085, -0.150], [-0.062, 0.248, 0.416], [0.344, -0.205, -0.166], [-0.031, 0.382, -0.233], [0.052, -0.263, 0.566], [0.011, -0.089, -0.261], [-0.018, -0.237, 0.257], [-0.007, 0.489, -0.092], [0.034, -0.155, -0.187], [-0.497, 0.555, 0.089], [-0.043, -0.590, -0.274], [0.219, -0.160, 0.080], [0.868, -0.855, 0.015], [-0.199, 0.421, -0.212], [-0.086, 0.504, -0.004], [-0.181, -0.848, 0.012], [-0.001, 0.024, 0.162], [0.194, 0.708, -0.177], [0.211, 0.198, -0.349], [-0.292, -0.604, 0.205], [0.078, 0.332, 0.033]], "nbo_charge": [0.00, -0.98, 0.50, 0.48, -0.95, 0.48, 0.49, -0.96, 0.48, 0.49, -0.96, 0.48, 0.48, -0.97, 0.46, 0.51, -0.96, 0.50, 0.49, -0.95, 0.49, 0.46, -0.95, 0.48, 0.46, -0.97, 0.49, 0.49, -0.98, 0.48, 0.48, -0.96, 0.45, 0.50, -0.97, 0.50, 0.47], "e_homo_ev": -10.581, "relative_energy_kj_mol": 58.68, "gap_ev": 10.33, "lumo_energy_ev": -0.2, "largest_force_ev_per_a": 1.22}

# 2
{"formula": "H24Mg4O36S6", "method": "ωB97M-V with the def2-TZVPD basis set", "elements": ["Mg", "Mg", "Mg", "Mg", "S", "O", "O", "O", "O", "S", "O", "O", "O", "O", "S", "O", "O", "O", "O", "S", "O", "O", "O", "O", "S", "O", "O", "O", "O", "S", "O", "O", "O", "O", "O", "H", "H", "O", "H", "H", "O", "H", "H", "O", "H", "H", "O", "H", "H", "O", "H", "H", "O", "H", "H", "O", "H", "H", "O", "H", "H", "O", "H", "H", "O", "H", "H", "O", "H", "H"], "xyz": [[-1.6213, 18.4115, 16.9825], [-0.9269, 13.5967, 15.8748], [-5.3755, 14.4203, 14.6420], [-3.1099, 18.1140, 12.4700], [-5.6246, 16.0880, 11.7639], [-5.0249, 15.3124, 10.6691], [-5.8347, 15.2212, 12.9414], [-4.6759, 17.1678, 12.1894], [-6.8849, 16.7019, 11.3481], [-6.0304, 12.4318, 16.1586], [-6.6546, 12.9790, 14.9074], [-4.9323, 13.4179, 16.2885], [-7.0026, 12.5218, 17.2607], [-5.5258, 11.0720, 15.9916], [-4.3324, 20.8108, 13.9370], [-3.2689, 21.8062, 13.7904], [-3.8113, 19.4808, 13.4794], [-4.7502, 20.7279, 15.3311], [-5.4051, 21.1575, 13.0013], [-0.2706, 19.9766, 12.3016], [0.0769, 20.3777, 10.9388], [0.8470, 19.2352, 12.9154], [-0.5853, 21.1724, 13.1319], [-1.4322, 19.0581, 12.3817], [-2.0853, 17.3961, 19.8769], [-1.1619, 17.8681, 20.8978], [-3.3593, 18.1822, 19.8287], [-1.4261, 17.4053, 18.5626], [-2.7150, 16.0925, 20.0857], [-2.7098, 16.1585, 14.9887], [-4.0357, 15.5909, 15.0204], [-1.7948, 15.0077, 15.1185], [-2.5103, 16.8547, 13.7283], [-2.5524, 17.0500, 16.1410], [-4.1592, 13.0516, 13.4489], [-3.5177, 13.3045, 12.7782], [-4.4004, 12.1379, 13.2515], [-6.7555, 15.5860, 15.4405], [-7.1524, 15.3541, 16.2909], [-7.0359, 16.4907, 15.2652], [-0.9040, 14.5969, 17.7719], [-0.4781, 14.1018, 18.4833], [-1.1479, 15.4620, 18.1793], [-2.5867, 12.7693, 16.5953], [-2.8203, 12.6834, 17.5265], [-3.4536, 12.9746, 16.1472], [0.7802, 14.5491, 15.4622], [1.6330, 14.7055, 15.8823], [0.8477, 14.9478, 14.5679], [0.2858, 17.5422, 16.4057], [0.6307, 16.7007, 16.7130], [0.8500, 17.8044, 15.6639], [-0.7305, 12.3747, 14.2801], [-1.1367, 12.2460, 13.4170], [-0.1436, 11.6153, 14.3927], [-3.3470, 19.3980, 17.4936], [-3.9604, 20.0056, 17.0353], [-3.7520, 19.2028, 18.3688], [-1.8704, 19.4477, 15.3042], [-1.4805, 20.1451, 14.7395], [-2.7663, 19.3100, 14.9396], [-0.3975, 15.0761, 12.6712], [-0.8717, 14.2586, 12.5219], [-1.1104, 15.7764, 12.6974], [-2.1733, 16.8723, 11.0438], [-1.5646, 17.3404, 10.4550], [-2.1713, 15.9610, 10.7396], [-4.5490, 16.1426, 17.8725], [-4.9929, 15.3394, 17.5621], [-3.8968, 16.3376, 17.1896]], "atomic_forces_ev_per_a": [[-0.627, 1.528, -0.548], [-1.600, 1.336, 1.144], [-1.093, 0.349, -1.913], [0.241, 1.279, -0.633], [-0.165, 1.829, -0.592], [0.633, -0.739, -0.289], [-0.297, -0.664, 0.142], [-1.302, -1.115, -0.591], [-0.002, -0.401, 0.089], [-3.620, -1.061, -0.072], [-0.629, -1.609, -0.295], [2.088, 0.516, 1.553], [0.941, 0.063, -0.272], [0.593, -0.169, -0.130], [0.187, 2.704, -2.479], [0.273, -0.092, 0.589], [-0.356, -0.402, 1.504], [-0.642, -0.759, 1.556], [-1.140, -0.141, 0.280], [0.448, 1.906, 2.058], [-0.234, -0.339, -1.079], [1.246, -0.857, 0.393], [0.439, -0.847, -0.331], [-0.398, -0.643, -1.436], [-6.235, 0.159, 2.901], [0.915, -0.095, 0.197], [1.489, 2.226, -0.210], [2.302, -0.469, -1.820], [2.685, -2.539, 0.550], [-1.458, 1.186, -0.169], [0.641, 0.809, 0.498], [0.872, 0.152, -0.856], [1.783, -1.690, 1.307], [-0.347, -1.860, -1.090], [0.942, -0.836, 0.048], [-0.469, 0.555, -0.215], [-0.393, 0.202, 0.240], [-1.249, 0.679, 1.062], [0.154, -0.105, -0.126], [0.455, 0.058, -0.304], [1.158, -0.811, 0.192], [-0.367, 0.387, 0.273], [-0.605, 0.474, -0.093], [1.483, -1.149, 0.126], [-0.179, 0.304, -0.170], [-0.812, 0.197, 0.319], [1.528, -0.023, -0.430], [-0.173, -0.067, 0.065], [-0.724, -0.016, -0.039], [0.707, 0.220, -0.184], [-0.414, 0.012, 0.259], [-0.465, 0.371, -0.341], [0.751, -0.965, -0.173], [-0.381, 0.268, 0.211], [-0.136, 0.061, -0.120], [-0.596, 0.597, 0.868], [0.411, -0.133, -0.919], [0.632, -0.567, 0.003], [1.192, 0.264, 0.551], [0.008, 0.152, -0.383], [-0.129, 0.140, -0.484], [0.006, 0.421, -0.158], [-0.227, 0.065, 0.017], [0.686, -0.233, 0.225], [0.764, -0.265, -0.954], [0.103, 0.268, 0.470], [-0.713, 0.035, -0.043], [-0.692, -0.528, 0.076], [0.298, 0.220, -0.004], [-0.184, 0.196, 0.176]], "nbo_charge": [1.82, 1.81, 1.79, 1.81, 2.64, -1.12, -1.19, -1.18, -1.06, 2.58, -1.15, -1.16, -1.05, -1.07, 2.62, -1.07, -1.22, -1.12, -1.09, 2.61, -1.10, -1.15, -1.07, -1.21, 2.59, -1.07, -1.11, -1.23, -1.08, 2.74, -1.12, -1.23, -1.09, -1.11, -0.95, 0.48, 0.49, -0.98, 0.49, 0.51, -1.04, 0.47, 0.57, -1.09, 0.51, 0.55, -1.02, 0.49, 0.56, -0.97, 0.48, 0.52, -0.98, 0.52, 0.49, -1.08, 0.54, 0.53, -1.11, 0.56, 0.53, -0.99, 0.43, 0.55, -0.96, 0.50, 0.48, -0.95, 0.46, 0.48], "e_homo_ev": 2.899, "relative_energy_kj_mol": 0.00, "gap_ev": 1.55, "total_charge": -4, "lumo_energy_ev": 4.5, "largest_force_ev_per_a": 6.88}

# 3
{"formula": "H24O12", "method": "ωB97M-V with the def2-TZVPD basis set", "elements": ["H", "H", "H", "H", "H", "H", "H", "H", "H", "H", "H", "H", "H", "H", "H", "H", "H", "H", "H", "H", "H", "H", "H", "H", "O", "O", "O", "O", "O", "O", "O", "O", "O", "O", "O", "O"], "xyz": [[0.2749, 0.3981, -0.0155], [-0.7168, -0.7122, -0.3218], [0.2959, 3.4010, -0.0571], [1.5371, 2.7626, -0.6585], [-2.2949, -3.1423, -0.6334], [-2.6600, -2.1463, 0.4551], [-1.0843, 1.9964, 2.5660], [-1.4725, 1.9324, 4.0341], [-3.7242, -1.0447, -1.5660], [-4.6470, -2.2492, -1.4784], [-1.1865, 3.5582, -1.7877], [-1.5636, 2.3359, -0.9668], [2.9034, 1.6634, -1.2214], [3.3694, 2.3468, -2.4965], [1.1094, -3.8086, -2.2126], [2.1844, -3.0507, -1.4510], [-3.5541, 0.5786, 0.9735], [-4.8370, 0.9424, 0.2441], [3.9048, 0.7320, -0.2544], [5.3872, 0.5919, -0.5588], [-0.6909, -2.5505, 2.0389], [-0.6440, -1.1502, 2.6280], [4.2963, -1.2342, 1.2406], [5.0674, -2.4461, 1.7373], [0.1889, -0.5618, -0.0284], [0.5745, 2.7387, -0.6995], [-2.8349, -2.3612, -0.4681], [-1.1861, 2.5479, 3.3499], [-4.2474, -1.5572, -0.9395], [-1.8958, 3.1972, -1.2440], [2.6099, 2.2732, -1.9077], [1.3171, -2.9375, -1.8561], [-4.0104, 0.4593, 0.1329], [4.6833, 0.2147, -0.0192], [-0.6266, -1.6221, 1.7878], [4.1732, -2.0958, 1.6545]], "atomic_forces_ev_per_a": [[0.028, 0.136, -0.283], [0.074, -0.233, 0.006], [-0.284, -0.044, 0.025], [-0.348, 0.300, -0.309], [1.442, -0.787, 0.354], [0.214, -0.012, 0.267], [0.019, 0.095, -0.017], [0.026, 0.123, 0.003], [-0.510, 0.112, 0.239], [0.018, 0.037, 0.054], [-0.051, -0.220, 0.089], [-0.049, 0.126, -0.197], [-0.196, -0.140, -0.453], [-0.035, 0.085, -0.054], [0.012, 0.087, 0.004], [-0.094, 0.116, 0.114], [-0.034, 0.122, -0.037], [0.052, -0.070, -0.124], [0.192, -0.363, 0.339], [0.084, -0.125, 0.111], [0.029, -0.087, 0.116], [0.073, -0.069, 0.037], [0.024, 0.004, -0.112], [-0.139, 0.021, 0.020], [0.606, 1.272, -1.224], [-0.015, 0.142, 1.039], [9.241, -5.744, 2.973], [-0.028, -0.232, -0.019], [-10.690, 5.235, -4.604], [-0.468, 0.174, -0.037], [1.103, -0.283, -0.303], [0.069, -0.266, -0.143], [0.402, 1.170, 0.871], [-0.056, 0.365, -0.243], [-0.855, -0.864, 1.376], [0.143, -0.183, 0.124]], "nbo_charge": [0.46, 0.48, 0.48, 0.48, 0.42, 0.48, 0.47, 0.47, 0.47, 0.45, 0.47, 0.48, 0.44, 0.49, 0.46, 0.47, 0.46, 0.47, 0.45, 0.48, 0.47, 0.46, 0.49, 0.46, -0.94, -0.97, -0.94, -0.93, -0.88, -0.95, -0.92, -0.93, -0.93, -0.93, -0.93, -0.95], "e_homo_ev": -6.755, "relative_energy_kj_mol": 790.53, "gap_ev": 6.54, "lumo_energy_ev": -0.2, "largest_force_ev_per_a": 12.76}